{
  "formula": "C5H9NO",
  "method": "ωB97M-V/def2-TZVPD",
  "elements": ["O", "N", "C", "C", "C", "C", "C", "H", "H", "H", "H", "H", "H", "H", "H", "H"],
  "positions_angstrom": [[-2.835, 0.600, -0.284], [-1.957, -0.056, 0.281], [0.197, 0.106, 0.039], [0.015, -1.630, -0.156], [0.947, 0.953, -0.948], [-0.999, -0.661, -0.583], [0.436, 0.415, 1.489], [-1.159, -0.507, -1.651], [0.571, -2.138, -0.930], [-0.209, -0.180, 2.130], [1.477, 0.237, 1.764], [1.905, 1.282, -0.545], [0.345, 1.830, -1.200], [0.214, 1.468, 1.669], [1.177, 0.413, -1.867], [-0.125, -2.130, 0.790]],
  "forces_ev_per_a": [[1.438, -0.816, 0.513], [-2.434, -0.299, -0.370], [1.590, -3.493, -1.200], [0.406, 2.602, 0.564], [0.333, -0.352, -0.117], [-0.420, 1.534, 0.316], [-0.780, 0.267, 0.065], [-0.076, 0.117, 0.150], [-0.075, 0.103, -0.040], [0.037, 0.069, 0.096], [-0.004, -0.032, -0.205], [-0.017, 0.112, 0.111], [0.050, 0.071, -0.015], [-0.021, 0.086, 0.177], [-0.165, 0.024, -0.080], [0.139, 0.007, 0.034]],
  "nbo_charge": [-0.35, 0.12, 0.06, -0.42, -0.63, -0.16, -0.62, 0.22, 0.23, 0.23, 0.21, 0.22, 0.22, 0.21, 0.22, 0.23],
  "multiplicity": 1,
  "e_above_lowest_kj_mol": 469.1,
  "energy_ha": -325.75886,
  "smiles": "CC1(C)C[C@H]1N=O",
  "largest_force_ha_per_bohr": 0.0782,
  "orbital_gap_ev": 9.40,
  "total_charge": 0
}

---

{
  "formula": "C5H9NO",
  "method": "ωB97M-V/def2-TZVPD",
  "elements": ["O", "N", "C", "C", "C", "C", "C", "H", "H", "H", "H", "H", "H", "H", "H", "H"],
  "positions_angstrom": [[-1.527, 0.484, 0.203], [0.784, 0.412, 2.703], [0.859, 0.568, 0.086], [0.860, 0.498, 1.551], [-2.471, -0.640, -0.476], [2.133, -0.007, -0.518], [-0.347, -0.199, -0.427], [-2.827, -1.160, 0.416], [2.090, 0.066, -1.609], [-0.264, -1.274, -0.214], [0.716, 1.613, -0.201], [3.002, 0.547, -0.163], [2.251, -1.061, -0.248], [-1.544, 0.451, 1.190], [-0.441, -0.099, -1.515], [-3.246, -0.020, -0.914]],
  "forces_ev_per_a": [[0.814, -1.277, -0.778], [0.033, 0.077, -1.046], [0.339, 0.175, 0.011], [0.090, -0.002, 1.040], [-1.403, -0.584, -0.270], [0.233, -0.006, -0.052], [0.698, 0.757, 0.577], [-0.374, 0.065, 0.071], [0.012, 0.010, 0.150], [-0.379, 0.559, 0.260], [0.213, 0.022, 0.087], [0.033, -0.094, -0.073], [-0.008, 0.168, -0.014], [0.310, -0.233, -0.831], [-0.184, 0.196, 0.575], [-0.427, 0.168, 0.291]],
  "nbo_charge": [-0.56, -0.32, -0.38, 0.27, -0.58, -0.59, -0.04, 0.13, 0.22, 0.23, 0.25, 0.23, 0.22, 0.53, 0.24, 0.14],
  "multiplicity": 1,
  "e_above_lowest_kj_mol": 558.8,
  "energy_ha": -325.72473,
  "largest_force_ha_per_bohr": 0.0331,
  "orbital_gap_ev": 7.80,
  "total_charge": 0
}

---

{
  "formula": "C5H9NO",
  "method": "ωB97M-V/def2-TZVPD",
  "elements": ["O", "N", "C", "C", "C", "C", "C", "H", "H", "H", "H", "H", "H", "H", "H", "H"],
  "positions_angstrom": [[1.455, 0.865, 0.711], [-3.427, -2.208, -0.504], [-2.539, -1.537, -0.177], [-1.384, -0.724, 0.107], [2.463, 0.769, -0.283], [-1.538, 0.721, -0.315], [-0.302, -1.364, 0.565], [1.600, 1.412, 1.492], [2.011, 0.162, -1.076], [0.654, -0.875, 0.666], [-0.685, 1.327, -0.007], [-0.339, -2.414, 0.838], [-1.620, 0.762, -1.407], [3.372, 0.230, 0.024], [-2.467, 1.143, 0.092], [2.745, 1.732, -0.727]],
  "forces_ev_per_a": [[-0.062, 0.243, 0.182], [0.784, 0.732, 0.433], [-1.025, -0.856, -0.345], [0.179, -0.238, -0.105], [0.153, -0.029, -0.249], [0.094, -0.026, -0.028], [-0.101, -0.005, -0.080], [0.738, 0.027, -0.492], [0.055, 0.170, 0.098], [-0.343, 0.038, 0.204], [-0.148, -0.181, -0.006], [-0.220, 0.039, -0.207], [-0.029, 0.040, 0.131], [-0.245, 0.257, 0.277], [0.256, -0.129, -0.052], [-0.087, -0.082, 0.239]],
  "nbo_charge": [-0.75, -0.33, 0.26, -0.13, -0.25, -0.64, -0.31, 0.49, 0.19, 0.23, 0.24, 0.20, 0.22, 0.17, 0.22, 0.18],
  "multiplicity": 1,
  "e_above_lowest_kj_mol": 230.0,
  "energy_ha": -325.84995,
  "smiles": "C=C(C)C#N.CO",
  "largest_force_ha_per_bohr": 0.0268,
  "orbital_gap_ev": 10.19,
  "total_charge": 0
}

---

{
  "formula": "C5H9NO",
  "method": "ωB97M-V/def2-TZVPD",
  "elements": ["O", "N", "C", "C", "C", "C", "C", "H", "H", "H", "H", "H", "H", "H", "H", "H"],
  "positions_angstrom": [[1.983, 0.601, 0.424], [0.739, -1.278, 0.197], [-1.508, -0.376, 0.635], [-0.371, 0.093, -1.565], [-0.176, -0.132, -0.061], [1.862, -0.752, 0.461], [0.615, 0.980, 0.636], [-1.040, 0.946, -1.737], [-2.170, 0.490, 0.517], [-1.349, -0.551, 1.704], [-2.004, -1.257, 0.216], [0.441, 2.010, 0.322], [-0.826, -0.791, -2.025], [0.479, 0.840, 1.715], [2.746, -1.268, 0.818], [0.579, 0.294, -2.071]],
  "forces_ev_per_a": [[0.071, -0.075, 0.165], [0.413, 0.164, 0.059], [-0.051, -0.006, 0.035], [0.034, 0.006, 0.010], [-0.154, 0.111, 0.051], [-0.055, -0.366, -0.055], [-0.245, 0.130, 0.090], [0.122, -0.153, 0.063], [0.073, -0.121, 0.001], [-0.052, -0.003, -0.152], [0.068, 0.125, 0.027], [0.077, -0.189, -0.050], [0.104, 0.101, 0.109], [-0.348, 0.473, -0.038], [0.044, -0.154, -0.442], [-0.102, -0.042, 0.128]],
  "nbo_charge": [-0.50, -0.47, -0.60, -0.62, 0.05, 0.37, -0.09, 0.21, 0.21, 0.21, 0.22, 0.20, 0.22, 0.18, 0.19, 0.22],
  "multiplicity": 1,
  "e_above_lowest_kj_mol": 109.0,
  "energy_ha": -325.89604,
  "smiles": "CC1(C)COC=N1",
  "largest_force_ha_per_bohr": 0.0114,
  "orbital_gap_ev": 10.76,
  "total_charge": 0
}

---

{
  "formula": "C5H9NO",
  "method": "ωB97M-V/def2-TZVPD",
  "elements": ["O", "N", "C", "C", "C", "C", "C", "H", "H", "H", "H", "H", "H", "H", "H", "H"],
  "positions_angstrom": [[1.502, -0.262, 1.806], [1.029, 0.345, -0.450], [0.089, -0.554, -1.136], [-0.167, -1.267, 0.206], [-1.436, -0.755, 0.898], [0.902, 1.788, -0.502], [0.969, -0.392, 0.735], [-2.293, -0.810, 0.223], [-1.309, 0.294, 1.194], [1.651, 2.221, 0.158], [-0.070, -2.354, 0.226], [1.059, 2.153, -1.523], [-1.647, -1.296, 1.823], [-0.106, 2.099, -0.181], [0.603, -1.156, -1.892], [-0.777, -0.055, -1.585]],
  "forces_ev_per_a": [[-0.058, 0.147, -0.495], [0.019, 0.025, 0.157], [-0.164, 0.000, -0.215], [0.063, -0.254, -0.085], [-0.073, 0.077, 0.064], [0.104, 0.045, -0.110], [-0.006, 0.088, 0.456], [-0.026, -0.140, 0.152], [-0.075, -0.108, -0.162], [-0.065, 0.106, -0.025], [0.002, 0.111, 0.067], [0.090, -0.099, 0.204], [0.036, -0.053, -0.184], [0.235, 0.019, -0.019], [-0.170, 0.052, 0.056], [0.089, -0.014, 0.140]],
  "nbo_charge": [-0.57, -0.44, -0.21, -0.32, -0.60, -0.41, 0.70, 0.21, 0.21, 0.23, 0.22, 0.21, 0.23, 0.18, 0.20, 0.19],
  "multiplicity": 1,
  "e_above_lowest_kj_mol": 124.8,
  "energy_ha": -325.89001,
  "smiles": "C[C@H]1CN(C)C1=O",
  "largest_force_ha_per_bohr": 0.0101,
  "orbital_gap_ev": 10.19,
  "total_charge": 0
}

---

{
  "formula": "C5H9NO",
  "method": "ωB97M-V/def2-TZVPD",
  "elements": ["O", "N", "C", "C", "C", "C", "C", "H", "H", "H", "H", "H", "H", "H", "H", "H"],
  "positions_angstrom": [[2.296, -1.424, -0.514], [0.153, 1.962, 0.282], [1.341, -0.697, -0.565], [-1.456, -0.634, -0.914], [0.252, -0.378, 1.050], [-0.330, -1.143, -0.045], [0.636, 0.943, 1.080], [-2.360, -0.460, -0.322], [0.344, 2.901, 0.592], [1.164, 0.102, -1.296], [-0.765, 1.846, -0.119], [-1.697, -1.368, -1.683], [1.304, 1.246, 1.875], [-0.368, -2.206, 0.173], [-1.205, 0.296, -1.422], [0.692, -0.986, 1.828]],
  "forces_ev_per_a": [[-0.038, 0.427, 0.515], [-0.009, 0.319, -0.336], [-2.599, -2.567, -1.559], [0.109, -0.129, 0.144], [0.583, 1.489, 1.093], [2.246, 0.422, -1.075], [-0.985, -0.876, 0.597], [-0.004, 0.017, -0.032], [-0.052, -0.113, -0.026], [0.360, 0.674, 0.711], [0.125, 0.044, 0.117], [-0.009, 0.035, 0.001], [0.044, 0.048, -0.066], [0.017, 0.084, -0.027], [0.046, 0.065, -0.069], [0.166, 0.062, 0.012]],
  "nbo_charge": [-0.58, -0.83, 0.43, -0.63, -0.28, -0.32, -0.01, 0.21, 0.39, 0.15, 0.38, 0.22, 0.21, 0.22, 0.20, 0.24],
  "multiplicity": 1,
  "e_above_lowest_kj_mol": 319.1,
  "energy_ha": -325.81601,
  "largest_force_ha_per_bohr": 0.0772,
  "orbital_gap_ev": 8.17,
  "total_charge": 0
}

---

{
  "formula": "C5H9NO",
  "method": "ωB97M-V/def2-TZVPD",
  "elements": ["O", "N", "C", "C", "C", "C", "C", "H", "H", "H", "H", "H", "H", "H", "H", "H"],
  "positions_angstrom": [[0.072, -1.163, 2.111], [0.990, 1.739, 0.319], [0.662, 0.715, -0.363], [-1.303, -0.766, 0.183], [-0.809, -0.521, 1.588], [-0.760, 0.353, -0.738], [1.742, -0.267, -0.761], [-2.397, -0.741, 0.169], [1.334, -1.238, -1.071], [2.310, 0.154, -1.601], [-1.261, 0.360, 2.097], [0.167, 2.305, 0.550], [-0.801, 0.007, -1.776], [-0.971, -1.760, -0.131], [2.423, -0.417, 0.084], [-1.399, 1.239, -0.660]],
  "forces_ev_per_a": [[-0.635, 0.293, -0.170], [-0.258, -0.215, -0.205], [0.221, 0.052, 0.160], [0.002, -0.163, 0.064], [0.390, -0.182, 0.154], [-0.076, 0.123, -0.062], [0.018, -0.015, -0.028], [0.103, -0.040, -0.007], [0.080, 0.290, 0.102], [-0.077, -0.132, 0.169], [0.079, -0.180, 0.069], [0.134, -0.045, -0.135], [-0.019, 0.059, 0.102], [0.042, 0.174, 0.009], [-0.122, 0.051, -0.248], [0.119, -0.071, 0.026]],
  "nbo_charge": [-0.51, -0.62, 0.32, -0.51, 0.44, -0.47, -0.68, 0.23, 0.21, 0.24, 0.11, 0.32, 0.23, 0.23, 0.25, 0.21],
  "multiplicity": 1,
  "e_above_lowest_kj_mol": 138.6,
  "energy_ha": -325.88476,
  "smiles": "[H]/N=C(/C)CCC=O",
  "largest_force_ha_per_bohr": 0.0140,
  "orbital_gap_ev": 10.58,
  "total_charge": 0
}

---

{
  "formula": "C5H9NO",
  "method": "ωB97M-V/def2-TZVPD",
  "elements": ["O", "N", "C", "C", "C", "C", "C", "H", "H", "H", "H", "H", "H", "H", "H", "H"],
  "positions_angstrom": [[-2.016, -1.384, 0.272], [-0.142, 1.632, -1.022], [2.101, -0.880, -1.117], [-1.354, 0.440, 1.751], [1.168, -0.250, -0.226], [-1.283, -0.526, 0.606], [-0.007, 0.350, -0.974], [0.727, -1.030, 0.459], [-2.341, 0.910, 1.760], [2.058, -0.690, -2.181], [-0.585, 1.204, 1.659], [-0.487, -0.337, -1.682], [-0.882, 1.893, -1.675], [1.546, 0.499, 0.483], [-1.227, -0.131, 2.674], [2.724, -1.701, -0.786]],
  "forces_ev_per_a": [[0.049, -0.070, 0.225], [-0.168, -0.487, 0.132], [0.851, -0.533, -0.720], [0.002, -0.125, 0.181], [-1.232, -0.138, 1.188], [-0.973, 0.322, -0.090], [0.568, 0.515, -0.396], [0.594, 0.276, -0.413], [0.049, -0.064, -0.020], [0.055, 0.041, 0.031], [-0.021, -0.044, -0.021], [-0.073, 0.105, 0.125], [0.051, -0.047, 0.023], [0.227, 0.070, -0.250], [-0.018, 0.067, 0.000], [0.041, 0.112, 0.005]],
  "nbo_charge": [-0.49, -0.66, -0.28, -0.76, -0.55, 0.60, 0.07, 0.22, 0.25, 0.18, 0.25, 0.17, 0.33, 0.24, 0.25, 0.18],
  "multiplicity": 1,
  "e_above_lowest_kj_mol": 519.1,
  "energy_ha": -325.73985,
  "largest_force_ha_per_bohr": 0.0334,
  "orbital_gap_ev": [7.83, 8.13],
  "total_charge": 0
}